1.
Formula: C21H27NO
Source: OMol25
Level of theory: wB97M-V/def2-TZVPD

* SMILES: CC(C)(c1ccccc1)c1ccc(OCCN2CCCC2)cc1
* orbital gap: 8.9 eV
* multiplicity: 1
* LUMO level: 0.824 eV
* energy above the lowest of the compared OMol25 structures with the same formula, charge and spin: 0.516 eV
* HOMO energy: -8.10 eV

Atoms and positions in Å:
C 3.3455 -1.1585 -0.5625
H 3.3486 -0.0959 -0.7929
H 4.3227 -1.5773 -0.7920
H 3.1699 -1.2730 0.5056
C 2.2365 -1.8858 -1.3367
C 0.9100 -1.3504 -0.8216
C 0.5123 -0.0750 -1.2034
C -0.6622 0.4925 -0.7446
C -1.4819 -0.2151 0.1281
C -1.0906 -1.4956 0.5145
C 0.0839 -2.0506 0.0487
H 0.3476 -3.0433 0.3770
H -1.7315 -2.0423 1.1882
O -2.6774 0.2118 0.6243
C -3.0355 1.5671 0.5118
C -2.1795 2.4893 1.3896
N -2.1623 2.0450 2.7582
C -3.4378 2.1267 3.4606
C -3.0952 2.4003 4.9337
H -3.3910 3.4136 5.2085
H -3.5957 1.7069 5.6066
C -1.5726 2.2640 4.9902
H -1.2932 1.2233 5.1497
H -1.1209 2.8782 5.7668
C -1.1606 2.6860 3.5871
H -0.1658 2.3329 3.3071
H -1.1818 3.7875 3.4933
H -3.9668 1.1779 3.3377
H -4.0728 2.9295 3.0537
H -2.5692 3.5222 1.2802
H -1.1466 2.4740 1.0320
H -2.9935 1.9087 -0.5314
H -4.0768 1.6005 0.8415
H -0.9281 1.4814 -1.0854
H 1.1297 0.4901 -1.8875
C 2.3059 -1.6548 -2.8379
C 3.4251 -1.1438 -3.4800
C 3.4434 -0.9899 -4.8568
C 2.3452 -1.3480 -5.6162
C 1.2242 -1.8638 -4.9875
C 1.2077 -2.0154 -3.6144
H 0.3255 -2.4105 -3.1311
H 0.3596 -2.1483 -5.5697
H 2.3613 -1.2267 -6.6894
H 4.3243 -0.5870 -5.3363
H 4.2979 -0.8565 -2.9150
C 2.4020 -3.3959 -1.1124
H 2.4764 -3.6257 -0.0521
H 3.3162 -3.7333 -1.5979
H 1.5681 -3.9467 -1.5402

Forces on atoms 1 to 6 (eV/Å):
-0.06 -0.12 -0.14
0.04 0.12 0.00
0.16 0.00 -0.03
0.00 -0.02 0.06
0.12 -0.06 0.13
-0.03 0.04 -0.01


2.
Formula: C21H27NO4
Source: OMol25
Level of theory: wB97M-V/def2-TZVPD

* SMILES: Cc1c(CC(=O)NCC(C)C)c(=O)oc2cc3c(cc12)CCC(C)(C)O3
* orbital gap: 8.3 eV
* multiplicity: 1
* LUMO level: 0.126 eV
* energy above the lowest of the compared OMol25 structures with the same formula, charge and spin: 0.059 eV
* HOMO energy: -8.21 eV

Atoms and positions in Å:
C 0.4596 2.9043 0.2748
C 0.2926 1.4863 0.7217
C 1.3214 0.7839 1.2723
C 1.1941 -0.6386 1.5509
O 2.1208 -1.3475 1.8972
O -0.0172 -1.2206 1.3839
C -1.0879 -0.5177 0.9440
C -2.2918 -1.1970 0.8462
C -3.4322 -0.5448 0.3941
C -3.3609 0.8176 0.0531
C -2.1535 1.4736 0.1475
C -0.9851 0.8361 0.5811
H -2.1226 2.5216 -0.1066
C -4.6025 1.5419 -0.3882
C -5.8385 0.7656 0.0536
H -6.7371 1.1763 -0.4068
H -5.9430 0.8443 1.1385
C -5.7093 -0.7187 -0.3070
C -6.9037 -1.5053 0.2329
H -7.8168 -1.1871 -0.2616
H -6.7527 -2.5665 0.0560
H -7.0045 -1.3473 1.3035
C -5.5795 -0.9306 -1.8191
H -6.4003 -0.4450 -2.3399
H -4.6374 -0.5302 -2.1849
H -5.6015 -1.9946 -2.0411
O -4.5604 -1.2798 0.3388
H -4.6165 2.5454 0.0425
H -4.5980 1.6587 -1.4758
H -2.3451 -2.2363 1.1241
C 2.6709 1.3670 1.5740
H 2.5921 2.4153 1.8560
H 3.1208 0.8011 2.3910
C 3.5734 1.2530 0.3387
O 3.8358 2.2065 -0.3675
N 4.0011 0.0010 0.1249
H 3.6864 -0.7296 0.7518
C 4.8794 -0.3624 -0.9601
H 4.3932 -1.1186 -1.5871
H 5.0335 0.5431 -1.5525
C 6.2270 -0.8993 -0.4586
C 6.0501 -2.2375 0.2550
H 7.0098 -2.6038 0.6127
H 5.6345 -2.9769 -0.4269
H 5.3839 -2.1449 1.1091
C 7.1914 -1.0430 -1.6329
H 8.1547 -1.4130 -1.2900
H 6.7951 -1.7444 -2.3642
H 7.3457 -0.0849 -2.1231
H 6.6375 -0.1707 0.2487
H 1.5037 3.1263 0.0788
H -0.0988 3.0788 -0.6412
H 0.0882 3.5888 1.0378

Forces on atoms 1 to 6 (eV/Å):
0.08 -0.05 0.04
0.54 -0.29 0.28
-0.43 0.33 -0.11
0.48 -0.14 0.12
-0.43 0.10 -0.05
0.01 -0.27 0.10


3.
Formula: C21H27NOP2Pt
Source: OMol25
Level of theory: wB97M-V/def2-TZVPD

* total charge: +2
* orbital gap (spin up / spin down): 5.3 / 6.0 eV
* multiplicity: 5
* LUMO level (spin up / spin down): -5.582 / -8.932 eV
* <S²>: 6.063
* HOMO energy (spin up / spin down): -10.87 / -14.88 eV

Atoms and positions in Å:
C 0.5781 -3.9226 -1.0054
C 0.4218 -2.5386 -0.9506
C -0.3301 -1.9510 0.1115
C -0.8544 -2.8129 1.1033
C -0.5180 -4.1647 1.1166
C 0.1597 -4.7366 0.0457
C -1.8343 -2.3115 2.1240
C -2.3824 -0.9572 1.7792
C -1.8100 -0.1838 0.7423
C -2.5015 0.9910 0.3140
C -3.6750 1.3685 0.9581
C -4.1488 0.6653 2.0685
C -3.4718 -0.4723 2.4993
H 1.0768 -4.3474 -1.8762
H -0.8187 -4.7645 1.9774
H 0.3661 -5.8039 0.0171
H -2.6729 -3.0295 2.1601
H -4.2067 2.2541 0.6031
H -5.0278 1.0175 2.5999
H -3.7867 -1.0136 3.3940
N -0.5789 -0.5703 0.1960
Pt 1.0074 0.8152 0.0818
C 1.0242 -1.6744 -2.0416
H 0.2472 -1.0858 -2.5542
H 1.5563 -2.2842 -2.7853
C -1.9640 1.8220 -0.8383
H -1.8066 1.2036 -1.7317
H -2.6564 2.6379 -1.0804
P 2.2494 -0.5041 -1.3428
P -0.3520 2.6115 -0.4440
C -0.7468 3.7620 0.8933
H 0.1810 4.1934 1.2863
H -1.3910 4.5637 0.5073
H -1.2646 3.2395 1.7051
C 0.1992 3.5811 -1.8726
H -0.5623 4.3251 -2.1449
H 1.1335 4.0962 -1.6144
H 0.3930 2.9241 -2.7308
C 3.4274 -1.5581 -0.4712
H 3.9213 -2.2289 -1.1862
H 4.1718 -0.9241 0.0245
H 2.8966 -2.1559 0.2792
C 3.0838 0.3253 -2.7086
H 3.8929 0.9443 -2.3031
H 3.5019 -0.4221 -3.3951
H 2.3766 0.9659 -3.2517
C 0.7804 0.8992 1.9678
O 0.4669 0.9245 3.0818
H -1.4428 -2.3326 3.1299
C 2.7056 2.0067 0.3372
H 2.4281 2.8328 1.0035
H 3.0905 2.3948 -0.6130
H 3.4667 1.3855 0.8343

Forces on atoms 1 to 6 (eV/Å):
0.36 -4.87 0.45
0.00 5.24 -0.21
-0.39 0.16 1.09
-1.40 4.89 -0.03
0.87 -4.31 0.57
0.47 0.35 -1.13


4.
Formula: C21H27NOP2Ru
Source: OMol25
Level of theory: wB97M-V/def2-TZVPD

* total charge: +2
* orbital gap (spin up / spin down): 8.7 / 5.2 eV
* multiplicity: 5
* LUMO level (spin up / spin down): -5.452 / -9.674 eV
* <S²>: 6.042
* HOMO energy (spin up / spin down): -14.19 / -14.90 eV

Atoms and positions in Å:
C -1.4711 3.3714 -1.8422
C -1.2752 2.0825 -1.3436
C 0.0606 1.5620 -1.2438
C 1.1555 2.3710 -1.6432
C 0.9038 3.6044 -2.2161
C -0.3784 4.1290 -2.2673
C 2.5643 1.8942 -1.6024
C 2.5627 0.3942 -1.6312
C 1.4369 -0.3947 -1.2629
C 1.4992 -1.8263 -1.3706
C 2.7054 -2.4079 -1.7635
C 3.7944 -1.6207 -2.1373
C 3.6849 -0.2365 -2.1471
H -2.4819 3.7776 -1.8702
H 1.7582 4.1443 -2.6077
H -0.5341 5.1483 -2.5949
H 3.0718 2.2596 -2.5243
H 2.7648 -3.4871 -1.7839
H 4.7355 -2.0912 -2.4218
H 4.4932 0.4104 -2.4815
N 0.3081 0.2691 -0.7278
Ru -0.2934 -0.2769 1.2024
C -2.4303 1.2291 -0.8829
H -2.4588 0.2256 -1.3222
H -3.4133 1.7000 -0.9744
C 0.3053 -2.6662 -0.9762
H -0.6216 -2.3509 -1.4645
H 0.4314 -3.7325 -1.1793
P -2.1665 0.9185 0.9300
P -0.0188 -2.4001 0.8389
C 1.3330 -3.2787 1.6502
H 1.2421 -3.1568 2.7291
H 1.3714 -4.3444 1.4223
H 2.2850 -2.8361 1.3606
C -1.5635 -3.2654 1.1947
H -1.5207 -4.3385 0.9833
H -1.8018 -3.1225 2.2542
H -2.3707 -2.8085 0.6097
C -2.0753 2.5573 1.6860
H -2.9786 3.1188 1.4165
H -1.9672 2.4366 2.7715
H -1.1810 3.0628 1.3045
C -3.6521 0.0975 1.5257
H -3.6447 0.1136 2.6248
H -4.5244 0.6178 1.1038
H -3.6387 -0.9535 1.2026
C 1.4171 -0.1353 1.8964
O 2.4825 -0.0822 2.3769
H 3.1892 2.3785 -0.8865
C -0.7407 -0.5139 3.2187
H -0.0867 -1.2838 3.6746
H -1.7812 -0.7207 3.5055
H -0.4858 0.4570 3.6862

Forces on atoms 1 to 6 (eV/Å):
0.03 -0.79 0.52
0.20 -0.02 -0.15
0.23 -0.22 0.74
-0.36 0.43 -0.61
-0.08 0.15 0.22
0.00 0.13 0.11


5.
Formula: C21H27Sn
Source: OMol25
Level of theory: wB97M-V/def2-TZVPD

* total charge: -1
* orbital gap: 3.5 eV
* multiplicity: 1
* LUMO level: 2.731 eV
* HOMO energy: -0.73 eV

Atoms and positions in Å:
C -2.4458 -1.1660 1.9235
C -1.7030 0.1362 1.5130
C -2.4692 1.3200 2.1384
C -0.2447 0.0869 2.0189
C 0.4998 1.2734 2.1587
C 1.8813 1.2676 2.3939
C 2.5677 0.0681 2.5939
C 1.8334 -1.1254 2.5753
C 0.4471 -1.1159 2.3390
H -2.0060 -2.0180 1.3753
H -2.3199 -1.3844 3.0155
H -3.5288 -1.1302 1.7063
H -2.0410 2.2919 1.8560
H -3.5434 1.3207 1.8783
H -2.4104 1.2689 3.2536
H 0.0043 2.2285 2.0272
H 2.4243 2.2111 2.3937
H 3.6550 0.0607 2.7391
H 2.3695 -2.0676 2.7254
H -0.0614 -2.0848 2.3670
C -5.5576 3.4419 -3.4294
Sn -5.1645 2.2758 -1.6715
C -4.0306 3.4330 -0.2808
C -6.8733 1.2252 -0.9364
C -3.6162 0.4341 -2.1333
C -2.4395 1.1517 -2.5969
C -1.4625 1.1202 -1.5609
C -0.1905 1.6419 -1.8790
C -0.0061 2.3650 -3.0607
C -1.0317 2.5221 -4.0229
C -2.2532 1.8766 -3.7924
C -2.0020 0.3246 -0.4197
C -3.2713 -0.1151 -0.8411
H -6.1293 2.8325 -4.1409
H -6.1422 4.3240 -3.1293
H -4.5995 3.7490 -3.8663
H -3.7446 2.8015 0.5639
H -3.1280 3.8036 -0.7824
H -4.6504 4.2744 0.0567
H -6.5525 0.5233 -0.1588
H -7.5686 1.9659 -0.5219
H -7.3494 0.6845 -1.7638
H -4.3613 0.0902 -2.8473
H 0.6199 1.5089 -1.1693
H 0.9406 2.8553 -3.2620
H -0.8544 3.1361 -4.9358
H -3.0363 1.9708 -4.5482
H -1.2357 -0.3305 0.0709
H -3.9228 -0.8765 -0.4029

Forces on atoms 1 to 6 (eV/Å):
0.50 0.18 -0.40
-0.58 1.78 5.45
0.52 -0.12 0.86
-1.55 0.11 -0.28
0.79 0.06 -0.26
-0.62 -0.03 -0.01


6.
Formula: C21H28AsCl4O3S2Tl
Source: OMol25
Level of theory: wB97M-V/def2-TZVPD

* total charge: -2
* orbital gap: 4.3 eV
* multiplicity: 1
* LUMO level: 3.636 eV
* energy above the lowest of the compared OMol25 structures with the same formula, charge and spin: 0.000 eV
* HOMO energy: -0.65 eV

Atoms and positions in Å:
Tl 10.8775 8.7633 11.3509
C 7.9234 11.9343 15.1727
C 8.9542 12.7687 14.7269
C 9.9638 12.8340 15.6817
C 9.5084 12.0553 16.7989
C 8.2671 11.4899 16.4548
H 7.0221 11.6776 14.6288
H 9.0046 13.1976 13.7190
H 10.8890 13.4028 15.6525
H 10.0741 11.9092 17.7198
H 7.6791 10.8222 17.0641
Cl 15.4822 4.3134 7.1249
C 14.4515 5.4721 7.8346
C 13.9529 6.5985 7.1046
C 13.1279 7.5223 7.5870
Cl 12.7269 8.8775 6.5859
C 12.8258 7.4536 9.0193
O 12.2064 8.4429 9.5530
C 13.3599 6.3346 9.7792
C 13.0467 6.1671 11.1966
O 12.5965 6.9665 12.0409
C 14.1579 5.3508 9.1882
H 14.3197 6.6755 6.0814
H 13.1465 5.1097 11.5652
H 14.6292 4.5300 9.7506
C 14.8498 9.2363 18.1955
C 15.6528 8.5231 17.1158
As 14.7082 8.6265 15.2498
C 15.6569 7.0622 14.3956
C 17.2017 7.0386 14.3191
C 15.7895 10.2344 14.5817
C 15.5067 11.5229 15.3803
H 15.2706 9.2015 19.2243
H 13.8957 8.7429 18.3460
H 14.5488 10.2700 17.9456
H 15.7706 7.4338 17.2692
H 16.6480 8.9386 17.0187
H 15.2262 7.0507 13.3893
H 15.2112 6.1903 14.8902
H 17.5365 7.6906 13.5253
H 17.5860 6.0431 14.0771
H 17.7253 7.3684 15.2380
H 15.6196 10.3952 13.4985
H 16.8210 9.9015 14.7470
H 14.4182 11.7052 15.3771
H 16.0263 12.3971 14.9357
H 15.7949 11.4134 16.4135
C 5.5997 7.5242 11.2312
O 6.9977 7.4479 11.2337
C 7.5541 6.1743 11.0895
S 6.6861 4.7903 11.5531
S 9.1669 6.2752 10.5004
H 5.3150 8.4320 11.7617
H 5.1340 6.6769 11.7224
H 5.2437 7.5669 10.2162
Cl 9.7610 12.2488 6.2985
C 9.2051 10.8129 7.1826
Cl 9.1311 11.1590 8.9429
H 9.9194 10.0098 7.0631
H 8.2469 10.5182 6.8103

Forces on atoms 1 to 6 (eV/Å):
-1.15 0.38 1.01
-0.23 0.00 0.02
0.07 0.34 -1.56
-0.25 -0.36 1.39
0.65 0.28 -0.39
0.16 0.08 0.36


7.
Formula: C21H28BCsF5N8S
Source: OMol25
Level of theory: wB97M-V/def2-TZVPD

* total charge: -1
* orbital gap: 7.1 eV
* multiplicity: 1
* LUMO level: 2.240 eV
* energy above the lowest of the compared OMol25 structures with the same formula, charge and spin: 0.475 eV
* HOMO energy: -4.84 eV

Atoms and positions in Å:
Cs 0.0330 0.2739 0.3376
C -3.2938 -0.8274 -1.8280
C -2.6850 0.3231 -2.5685
C -3.1463 0.9587 -3.7352
C -2.2078 1.9377 -3.9939
C -2.1704 2.9213 -5.1189
N -1.2666 1.8669 -3.0270
N -1.5586 0.8759 -2.1507
B 0.0143 2.7325 -2.9023
N 1.2926 1.8654 -3.0567
N 1.6020 0.8617 -2.1986
C 2.7196 0.3140 -2.6436
C 3.3506 -0.8422 -1.9318
C 3.1594 0.9649 -3.8119
C 2.2185 1.9468 -4.0388
C 2.1671 2.9481 -5.1474
N 0.0294 3.5634 -1.5948
N 0.0402 2.9950 -0.3608
C 0.0474 3.9853 0.5180
C 0.0575 3.7370 1.9980
C 0.0422 5.2271 -0.1483
C 0.0313 4.9111 -1.4897
C 0.0215 5.8341 -2.6655
H -4.2046 -1.1620 -2.3255
H -3.5544 -0.5498 -0.8047
H -2.6077 -1.6748 -1.7752
H -4.0304 0.7368 -4.3113
H -3.0514 2.7811 -5.7458
H -1.2847 2.7926 -5.7429
H -2.1656 3.9514 -4.7605
H 0.0048 3.5104 -3.8152
H 2.7085 -1.2103 -1.1307
H 4.3119 -0.5636 -1.4937
H 3.5277 -1.6735 -2.6168
H 4.0319 0.7514 -4.4086
H 3.0393 2.8158 -5.7881
H 2.1703 3.9719 -4.7714
H 1.2722 2.8321 -5.7603
H 0.0469 2.6746 2.2532
H -0.8170 4.1972 2.4630
H 0.9454 4.1859 2.4487
H 0.0451 6.2145 0.2855
H 0.0253 6.8651 -2.3111
H -0.8618 5.6895 -3.2891
H 0.8937 5.6887 -3.3044
C 2.5226 -3.2353 1.9521
N 1.2094 -3.6047 2.4363
C 0.7885 -3.5291 3.7553
C -0.5217 -3.8238 3.7766
N -0.8812 -4.0887 2.4678
C 0.1727 -3.9365 1.6264
S 0.1726 -4.1580 -0.0388
H 3.2393 -3.3568 2.7614
H 2.5220 -2.1971 1.6196
H 2.7852 -3.8779 1.1149
H 1.4486 -3.2215 4.5449
H -1.2268 -3.8251 4.5859
H -1.8112 -4.2271 2.1150
F -0.9305 -0.9362 2.8416
C -0.0787 0.1568 3.1777
F 1.1698 -0.3001 2.6104
C 0.1382 0.0099 4.6655
F -1.0454 -0.0082 5.3118
F 0.8442 1.0600 5.1383
F 0.8151 -1.1006 5.1007

Forces on atoms 1 to 6 (eV/Å):
-0.43 -0.61 -1.24
-0.03 -0.01 0.00
-0.03 -0.04 0.01
0.01 -0.02 0.01
0.08 0.04 0.02
-0.05 -0.01 -0.03


8.
Formula: C21H28BN9O6S5Y
Source: OMol25
Level of theory: wB97M-V/def2-TZVPD

* total charge: -1
* orbital gap: 7.2 eV
* multiplicity: 1
* LUMO level: 2.494 eV
* energy above the lowest of the compared OMol25 structures with the same formula, charge and spin: 1.781 eV
* HOMO energy: -4.67 eV

Atoms and positions in Å:
Y -0.8911 -0.4341 -0.0791
N -0.7353 -0.9090 2.5968
N -1.8191 -1.4383 3.3212
C -2.8458 -2.0376 2.6818
N -3.9422 -2.3157 3.4551
S -2.7246 -2.6676 1.1578
H 0.1319 -1.3090 2.9641
H -0.7125 0.1233 2.7378
H -2.0599 -0.9312 4.1691
H -4.2111 -1.6174 4.1334
H -4.7139 -2.6841 2.9208
C -0.0818 -5.1581 2.3259
N -0.4902 -5.0599 0.9582
C -1.3794 -5.8754 0.3063
C -1.5827 -5.3359 -0.9182
N -0.8453 -4.1895 -1.0214
B -0.9640 -3.1124 -2.1175
N 0.4502 -2.8082 -2.6349
C 1.4802 -3.7037 -2.7078
C 2.6272 -3.0242 -2.9242
N 2.3035 -1.6944 -2.9993
C 3.2241 -0.5978 -3.0217
C 0.9622 -1.5733 -2.8142
S 0.1026 -0.1328 -2.9350
C -0.1976 -4.0155 0.1436
S 0.8641 -2.7622 0.5565
H 0.2496 -6.1709 2.5561
H -0.9127 -4.8827 2.9783
H 0.7365 -4.4529 2.4639
H -1.7789 -6.7536 0.7717
H -2.1991 -5.6688 -1.7287
H -1.6809 -3.5037 -2.9746
H -1.3519 -2.0824 -1.5378
H 1.3118 -4.7551 -2.5932
H 3.6355 -3.3671 -3.0318
H 4.2399 -0.9870 -3.0328
H 3.0707 0.0102 -2.1280
H 3.0510 0.0208 -3.9021
C 2.1797 6.1063 -3.2861
C 2.0322 4.8463 -2.4871
C 0.7851 4.2591 -2.3125
C 0.6221 3.1685 -1.4720
C 1.7214 2.6805 -0.7913
C 2.9823 3.2090 -1.0024
C 3.1389 4.2841 -1.8582
S 1.6197 1.3436 0.4211
O 1.3941 0.1099 -0.3487
O 2.8986 1.3702 1.1034
N 0.4177 1.3260 1.4423
C -0.1384 2.3183 2.1547
C -0.0101 3.6914 1.8589
C -0.7638 4.5987 2.5608
C -1.5963 4.1527 3.5869
C -1.5931 2.8010 3.8617
N -0.8891 1.9042 3.1939
H 1.3993 6.1831 -4.0370
H 3.1501 6.1509 -3.7747
H 2.0922 6.9667 -2.6214
H -0.0739 4.6604 -2.8303
H -0.3530 2.7251 -1.3225
H 3.8141 2.7708 -0.4744
H 4.1264 4.6924 -2.0359
H 0.6269 3.9915 1.0440
H -0.7269 5.6507 2.3077
H -2.2321 4.8357 4.1344
H -2.1952 2.4064 4.6720
O -4.1792 1.7979 -0.1721
S -3.0166 0.9808 0.0489
O -2.8535 0.5141 1.4477
O -2.9867 -0.2839 -0.7791
O -1.7139 1.6448 -0.3287

Forces on atoms 1 to 6 (eV/Å):
1.64 -1.73 0.84
0.02 0.30 0.07
-0.24 0.58 0.31
0.51 -0.80 -0.08
-0.08 0.34 0.15
-0.20 -0.01 -0.31